(1)
Entry from the OMol25 dataset: a molecular structure, C28H31HfN6O6PS2Se2 (wB97M-V/def2-TZVPD).

Computed properties:
**HOMO-LUMO gap**: 7.9 eV
**Total energy**: -7854.0306 Eh
**2S+1**: 1
**Charge**: +2
**HOMO energy**: -12.98 eV
**Molecular weight**: 979.11 g/mol

Element x y z (Å)
Hf  -0.17  -0.39  1.08
Se  0.44  1.63  -1.79
P  2.38  0.78  -1.34
Se  2.49  0.19  0.78
C  2.73  -0.62  -2.42
C  1.92  -0.90  -3.51
C  2.26  -1.95  -4.36
C  3.39  -2.71  -4.10
C  4.20  -2.43  -3.00
C  3.87  -1.38  -2.15
C  3.66  2.02  -1.67
C  4.60  2.40  -0.71
C  5.57  3.33  -1.04
C  5.62  3.87  -2.32
C  4.68  3.49  -3.27
C  3.70  2.56  -2.95
H  1.04  -0.32  -3.71
H  1.63  -2.18  -5.21
H  3.65  -3.53  -4.76
H  5.08  -3.02  -2.81
H  4.49  -1.17  -1.30
H  4.57  1.97  0.28
H  6.31  3.62  -0.31
H  6.38  4.59  -2.58
H  4.72  3.90  -4.27
H  2.98  2.26  -3.70
O  -3.39  -2.11  -3.72
C  -4.15  -1.34  -2.96
O  -5.30  -1.13  -3.18
C  -3.51  -0.72  -1.76
C  -4.19  0.11  -0.89
N  -3.34  0.49  0.06
N  -2.12  -0.05  -0.11
C  -2.22  -0.79  -1.22
C  -0.98  -1.53  -1.61
O  -0.92  -2.19  -2.63
O  -0.02  -1.38  -0.74
H  -2.46  -2.19  -3.40
H  -5.22  0.43  -0.92
H  -3.55  0.99  0.92
S  0.76  0.40  3.67
C  -0.89  0.07  3.89
N  -1.60  -0.39  2.87
C  -2.91  -0.73  3.24
C  -3.86  -1.38  2.46
C  -5.11  -1.63  3.01
C  -5.41  -1.25  4.32
C  -4.46  -0.65  5.11
C  -3.20  -0.40  4.56
S  -1.79  0.25  5.36
H  -3.62  -1.73  1.47
H  -5.86  -2.14  2.42
H  -6.39  -1.46  4.72
H  -4.67  -0.39  6.14
N  0.17  4.57  -0.53
C  -0.61  4.41  0.74
C  -1.25  3.02  0.85
N  -0.32  2.00  1.37
H  0.94  5.24  -0.44
H  -0.43  4.89  -1.29
H  0.55  3.63  -0.88
H  -1.37  5.19  0.76
H  0.07  4.57  1.57
H  -1.64  2.70  -0.12
H  -2.09  3.09  1.54
H  -0.19  2.13  2.37
H  0.62  2.15  0.98
N  1.22  -4.66  2.81
C  -0.14  -4.47  2.19
C  -0.28  -3.00  1.81
O  -1.29  -2.58  1.25
O  0.71  -2.24  2.08
H  1.80  -5.31  2.28
H  1.17  -4.98  3.77
H  1.66  -3.71  2.78
H  -0.91  -4.75  2.90
H  -0.23  -5.08  1.30

(2)
Entry from the OMol25 dataset: 2 unconnected molecules or ions with the total composition C9H16N3O at a distorted geometry (wB97M-V/def2-TZVPD).

Computed properties:
**HOMO-LUMO gap (spin up / spin down)**: 3.5 / 9.3 eV
**<S²>**: 0.752
**Total energy**: -591.9321 Eh
**2S+1**: 2
**HOMO energy (spin up / spin down)**: -2.73 / -8.69 eV
**Molecular weight**: 182.25 g/mol

Element x y z (Å)
C  2.34  0.24  1.58
C  0.00  0.16  2.36
N  1.08  -0.44  1.86
N  0.06  1.40  2.88
N  -1.11  -0.55  2.43
H  0.98  -1.33  1.40
H  0.93  1.91  2.82
H  -0.68  1.70  3.51
H  -1.10  -1.57  2.21
H  -1.99  -0.32  2.90
H  2.30  1.31  1.37
H  2.72  -0.18  0.64
H  3.07  0.08  2.37
C  1.06  -1.72  -2.70
C  -0.98  -1.29  -1.39
C  0.22  -0.75  -1.95
C  -1.98  -0.40  -1.02
C  0.43  0.62  -1.99
C  -1.76  0.97  -1.03
C  -0.57  1.48  -1.52
O  -2.80  1.77  -0.67
H  -1.08  -2.36  -1.31
H  -2.90  -0.80  -0.63
H  1.96  -1.21  -3.07
H  0.53  -2.21  -3.51
H  1.28  1.04  -2.51
H  -0.47  2.55  -1.65
H  -3.14  2.40  -1.27
H  1.57  -2.48  -2.09